DFT (wB97M-V/def2-TZVPD) results for C40H74CuF6N2O16PS8 as an isolated structure at a distorted geometry.

Each line ends with the Löwdin charge.
Geometry (Å):
1 Cu 0.55 2.16 3.23  0.354
2 P 0.18 0.32 0.26  0.284
3 F -0.79 0.98 -0.91  -0.176
4 F 1.11 -0.45 -0.85  -0.162
5 F 1.18 1.59 0.22  -0.144
6 F 1.03 -0.40 1.43  -0.145
7 F -0.72 1.13 1.40  -0.189
8 F -0.89 -0.93 0.24  -0.167
9 N -3.72 0.40 1.30  0.063
10 C -4.15 1.61 0.89  -0.169
11 C -5.40 1.84 1.35  -0.150
12 C -5.82 0.76 2.11  -0.118
13 C -4.75 -0.13 2.09  -0.111
14 H -2.80 -0.06 1.06  0.134
15 H -3.65 2.27 0.23  0.096
16 H -5.99 2.73 1.25  0.097
17 H -6.71 0.69 2.65  0.081
18 H -4.55 -1.11 2.57  0.109
19 N -0.42 3.18 -5.54  0.035
20 C -0.85 2.85 -4.33  -0.187
21 C 0.02 3.20 -3.37  -0.100
22 C 1.07 3.97 -4.05  -0.086
23 C 0.78 3.90 -5.42  -0.103
24 H -0.92 2.93 -6.38  0.156
25 H -1.72 2.25 -4.19  0.104
26 H -0.02 2.96 -2.31  0.071
27 H 1.94 4.42 -3.64  0.089
28 H 1.31 4.30 -6.25  0.094
29 C 3.17 -2.50 -1.48  -0.221
30 C 2.02 -3.39 -1.76  -0.204
31 C 2.65 -4.79 -2.05  -0.215
32 S 4.16 -4.49 -3.00  0.642
33 O 3.81 -4.44 -4.40  -0.325
34 O 5.23 -5.34 -2.60  -0.309
35 C 4.35 -2.85 -2.44  -0.228
36 H 3.50 -2.63 -0.48  0.096
37 H 2.86 -1.47 -1.61  0.068
38 H 1.43 -3.12 -2.67  0.114
39 H 1.23 -3.45 -0.93  0.126
40 H 2.15 -5.57 -2.64  0.104
41 H 3.01 -5.33 -1.20  0.087
42 H 4.37 -2.16 -3.30  0.089
43 H 5.35 -2.74 -1.99  0.115
44 C -1.61 -5.22 -1.40  -0.200
45 C -3.11 -5.35 -1.88  -0.200
46 C -4.06 -4.92 -0.74  -0.196
47 S -3.15 -3.51 0.03  0.665
48 O -3.17 -3.60 1.46  -0.338
49 O -3.54 -2.26 -0.60  -0.339
50 C -1.51 -3.89 -0.66  -0.242
51 H -0.90 -5.28 -2.24  0.108
52 H -1.31 -6.03 -0.75  0.107
53 H -3.36 -6.40 -2.20  0.125
54 H -3.18 -4.74 -2.80  0.115
55 H -4.14 -5.67 0.07  0.112
56 H -4.99 -4.52 -1.13  0.096
57 H -0.87 -3.77 0.22  0.097
58 H -1.33 -3.09 -1.36  0.073
59 C -1.43 -3.12 4.83  -0.214
60 C -1.54 -3.22 6.35  -0.204
61 C -0.21 -2.68 6.89  -0.224
62 S 0.40 -1.55 5.65  0.638
63 O 1.47 -2.22 4.97  -0.304
64 O 0.54 -0.18 6.04  -0.305
65 C -0.95 -1.68 4.58  -0.235
66 H -2.32 -3.37 4.22  0.114
67 H -0.68 -3.86 4.44  0.133
68 H -1.68 -4.20 6.80  0.116
69 H -2.31 -2.50 6.71  0.125
70 H 0.57 -3.43 7.12  0.121
71 H -0.33 -2.10 7.77  0.085
72 H -0.51 -1.55 3.59  0.113
73 H -1.73 -0.95 4.77  0.088
74 C -1.65 4.47 -0.25  -0.191
75 C -0.66 5.57 -0.74  -0.184
76 C 0.55 5.26 0.10  -0.262
77 S 0.02 5.12 1.73  0.675
78 O -0.32 6.40 2.28  -0.275
79 O 0.90 4.26 2.53  -0.326
80 C -1.49 4.30 1.29  -0.217
81 H -1.46 3.49 -0.71  0.087
82 H -2.67 4.74 -0.54  0.114
83 H -1.10 6.58 -0.71  0.130
84 H -0.36 5.33 -1.77  0.088
85 H 1.33 6.00 0.32  0.115
86 H 1.01 4.34 -0.30  0.122
87 H -2.23 4.89 1.85  0.111
88 H -1.51 3.24 1.53  0.063
89 C -1.89 -0.66 -3.77  -0.219
90 C -0.44 -0.83 -4.20  -0.209
91 C -0.45 -1.96 -5.28  -0.202
92 S -1.87 -1.57 -6.31  0.678
93 O -2.54 -2.77 -6.79  -0.331
94 O -1.48 -0.54 -7.27  -0.350
95 C -2.78 -0.70 -5.02  -0.207
96 H -2.10 0.25 -3.18  0.107
97 H -2.12 -1.39 -2.99  0.095
98 H 0.25 -1.05 -3.38  0.092
99 H -0.05 0.13 -4.62  0.101
100 H -0.62 -2.93 -4.82  0.094
101 H 0.43 -1.90 -5.97  0.119
102 H -3.72 -1.24 -4.91  0.100
103 H -2.98 0.32 -5.36  0.098
104 C 4.68 -0.18 0.94  -0.195
105 C 4.88 -1.18 2.13  -0.176
106 C 3.75 -0.80 3.09  -0.233
107 S 3.77 0.98 3.15  0.778
108 O 4.67 1.46 4.20  -0.311
109 O 2.42 1.63 3.14  -0.358
110 C 4.56 1.23 1.56  -0.192
111 H 3.76 -0.48 0.44  0.087
112 H 5.46 -0.20 0.19  0.108
113 H 5.84 -1.10 2.61  0.116
114 H 4.57 -2.18 1.79  0.115
115 H 3.83 -1.21 4.08  0.098
116 H 2.82 -1.13 2.63  0.088
117 H 5.51 1.70 1.71  0.111
118 H 3.82 1.79 1.00  0.085
119 C -4.05 1.21 5.48  -0.216
120 C -3.36 1.59 6.74  -0.223
121 C -2.00 2.22 6.45  -0.193
122 S -2.06 2.77 4.77  0.701
123 O -1.30 1.92 3.83  -0.346
124 O -1.75 4.15 4.75  -0.269
125 C -3.78 2.41 4.54  -0.189
126 H -5.13 1.11 5.62  0.123
127 H -3.75 0.24 5.02  0.108
128 H -3.37 0.77 7.43  0.110
129 H -3.94 2.41 7.19  0.130
130 H -1.17 1.51 6.50  0.093
131 H -1.82 3.12 7.01  0.109
132 H -4.10 2.30 3.53  0.071
133 H -4.25 3.27 5.04  0.125
134 C 3.02 1.05 -4.93  -0.168
135 C 4.07 2.18 -5.36  -0.185
136 C 5.19 2.23 -4.32  -0.218
137 S 4.64 1.25 -2.89  0.699
138 O 4.59 2.09 -1.69  -0.339
139 O 5.44 0.02 -2.93  -0.333
140 C 2.99 0.97 -3.38  -0.243
141 H 3.33 0.11 -5.45  0.124
142 H 2.03 1.30 -5.31  0.088
143 H 3.51 3.11 -5.48  0.085
144 H 4.59 2.00 -6.29  0.100
145 H 5.39 3.24 -3.96  0.100
146 H 6.14 1.89 -4.76  0.112
147 H 2.33 1.75 -2.92  0.109
148 H 2.62 0.10 -2.85  0.072

Highest occupied orbital energy: -8.2 eV
Electronic energy: -235338.667 eV
Kohn-Sham gap: 8.335 eV



DFT (wB97M-V/def2-TZVPD) results for the molecule C5H10O2.

Each line ends with the Löwdin charge.
Geometry (Å):
1 C -1.48 2.20 -1.27  -0.115
2 O -1.21 0.87 -0.83  -0.220
3 C 0.06 0.71 -0.15  -0.157
4 C 0.35 -0.87 0.21  -0.201
5 C 1.70 -1.76 0.25  -0.061
6 C -0.30 -1.20 1.57  -0.234
7 O 0.04 -2.15 2.24  0.028
8 H -1.58 2.94 -0.45  0.087
9 H -2.44 2.22 -1.81  0.089
10 H -0.72 2.59 -1.97  0.084
11 H -0.03 1.35 0.75  0.113
12 H 0.83 1.17 -0.79  0.113
13 H -0.24 -1.35 -0.59  0.133
14 H 1.42 -2.80 0.52  0.073
15 H 2.23 -1.88 -0.70  0.064
16 H 2.44 -1.54 1.04  0.075
17 H -1.07 -0.51 1.97  0.128

Highest occupied orbital energy: -9.8 eV
Electronic energy: -9440.242 eV
Energy relative to the best compared isomer or geometry (same formula, charge and spin): 2.801 eV
Kohn-Sham gap: 10.619 eV



DFT (wB97M-V/def2-TZVPD) results for a 2-piece molecular cluster, C5H10N3 overall at a distorted geometry.

Each line ends with the Löwdin charge.
Geometry (Å):
1 C 1.88 -1.12 0.76  -0.050
2 C 1.73 0.78 -0.20  -0.311
3 C 2.06 1.96 -0.66  0.256
4 C 0.02 -2.34 -0.54  0.032
5 C -1.67 1.29 0.35  -0.018
6 N 2.45 -0.01 0.72  0.181
7 N 0.79 -1.15 -0.17  -0.098
8 N 0.60 0.00 -0.72  0.201
9 H 2.22 -1.96 1.36  0.154
10 H 1.41 2.27 -1.48  0.122
11 H 2.99 2.38 -0.41  0.099
12 H -0.73 -2.51 0.22  0.098
13 H -0.39 -2.27 -1.59  0.135
14 H 0.69 -3.26 -0.54  0.130
15 H -1.34 2.19 0.76  0.007
16 H -2.46 1.58 -0.40  0.065
17 H -1.99 0.62 1.08  0.006
18 H -1.00 0.80 -0.40  -0.011

Highest occupied orbital energy: -15.3 eV
Net charge: +1
Electronic energy: -9807.516 eV
Energy relative to the best compared isomer or geometry (same formula, charge and spin): 4.232 eV
Kohn-Sham gap: 8.570 eV



DFT (wB97M-V/def2-TZVPD) results for a 2-piece molecular cluster, C5H10O overall.

Each line ends with the Löwdin charge.
Geometry (Å):
1 C 1.59 -0.04 0.94  -0.061
2 C 1.21 -0.02 -0.53  -0.220
3 C 0.23 -1.10 -1.11  -0.015
4 C -0.02 0.34 -1.24  -0.440
5 O -0.55 1.18 -1.92  0.090
6 H 2.44 -0.72 1.06  0.079
7 H 1.91 0.95 1.28  0.079
8 H 0.79 -0.39 1.60  0.070
9 H 2.03 0.26 -1.18  0.143
10 H 0.44 -1.63 -2.03  0.107
11 H -0.27 -1.70 -0.34  0.104
12 C -1.95 0.57 0.70  -0.022
13 H -3.04 0.53 0.66  0.031
14 H -1.59 1.27 1.46  0.040
15 H -1.56 -0.43 0.90  0.020
16 H -1.66 0.95 -0.27  -0.005

Highest occupied orbital energy: -9.1 eV
Electronic energy: -7392.292 eV
Energy relative to the best compared isomer or geometry (same formula, charge and spin): 2.473 eV
Kohn-Sham gap: 9.909 eV



DFT (wB97M-V/def2-TZVPD) results for C13H13BN6O3PtS2 as an isolated structure at a distorted geometry.

Each line ends with the Löwdin charge.
Geometry (Å):
1 Pt -0.81 -0.31 0.34  1.145
2 B -0.69 3.21 -0.15  -0.432
3 N 0.57 2.33 0.14  -0.074
4 C 1.78 2.90 0.23  -0.107
5 C 2.74 1.93 0.30  -0.039
6 C 2.04 0.73 0.24  -0.133
7 N 0.73 0.99 0.17  -0.140
8 N -1.98 2.37 -0.30  -0.080
9 C -3.15 2.83 -0.75  -0.097
10 C -4.16 1.98 -0.33  -0.060
11 C -3.49 0.98 0.37  -0.155
12 N -2.18 1.22 0.37  -0.121
13 H -0.55 3.83 -1.19  0.063
14 H -0.83 3.96 0.79  0.062
15 H 1.86 3.98 0.20  0.115
16 H 3.81 2.04 0.35  0.082
17 H 2.46 -0.27 0.21  0.046
18 H -3.18 3.77 -1.28  0.116
19 H -5.21 2.06 -0.52  0.084
20 H -3.87 0.08 0.83  0.103
21 S 1.25 -4.53 0.91  0.410
22 C 0.72 -3.01 0.72  -0.952
23 N 0.37 -1.90 0.62  -0.125
24 S 3.97 -1.51 -1.68  0.371
25 C 5.05 -0.39 -0.91  -0.830
26 C 5.69 0.66 -1.60  -0.167
27 C 6.51 1.57 -0.96  -0.154
28 C 6.75 1.50 0.41  -0.169
29 C 6.13 0.47 1.12  -0.148
30 C 5.31 -0.45 0.48  -0.172
31 H 5.51 0.75 -2.66  0.076
32 H 6.97 2.37 -1.54  0.079
33 H 7.38 2.22 0.91  0.069
34 H 6.29 0.38 2.19  0.084
35 H 4.84 -1.24 1.05  0.088
36 O -2.74 -1.29 -1.65  -0.009
37 N -3.02 -1.90 -0.63  -0.574
38 O -3.84 -2.80 -0.58  0.005
39 O -2.34 -1.68 0.47  -0.258

Highest occupied orbital energy: -0.9 eV
Net charge: -2
Electronic energy: -54368.748 eV
Energy relative to the best compared isomer or geometry (same formula, charge and spin): 0.164 eV
Kohn-Sham gap: 5.469 eV